Record 1
Molecular formula: C29H45BCl2CsF6KMgNaO5P
Method: DFT, ωB97M-V/def2-TZVPD

```
93
Properties=species:S:1:pos:R:3:forces:R:3
C -1.116 2.653 -1.522 -0.16 -0.40 1.93
C -2.218 2.293 -0.516 -0.24 -0.12 -0.37
C -3.389 1.373 -0.973 0.03 0.41 0.14
C -3.460 0.811 -2.399 0.41 0.50 0.61
P -2.365 -0.518 -3.031 -0.37 -0.94 -0.51
C -0.711 -0.351 -3.765 0.23 0.07 0.75
Cl -3.182 -0.052 -5.068 -0.18 0.12 -0.29
C -3.167 -2.191 -3.209 -0.41 0.78 -0.49
C -2.442 -3.135 -4.168 -0.55 -0.38 0.96
C -2.962 -4.537 -3.903 0.34 0.00 -0.07
O -2.457 -5.417 -4.886 0.21 -0.09 0.17
C -1.658 -1.063 -1.295 0.29 -0.24 -0.23
O -0.972 -2.352 -1.603 2.28 -0.24 1.38
C 0.192 -2.576 -0.843 0.84 5.59 5.54
C 1.557 -2.080 -1.112 -1.68 -0.19 2.03
C 2.688 -2.423 -0.269 -2.36 -0.68 0.14
C 2.554 -3.261 0.864 -1.54 0.51 -1.03
C 1.266 -3.759 1.242 -2.17 1.50 -2.28
C 0.058 -3.465 0.429 2.21 4.06 1.87
H -0.672 3.596 -1.182 0.17 0.20 -0.27
H -1.457 2.834 -2.527 0.28 -0.26 -0.42
H -0.313 1.873 -1.452 -1.93 -0.02 -1.20
H -1.772 1.861 0.383 0.16 0.01 0.09
H -2.659 3.233 -0.202 -0.12 0.08 0.18
H -3.576 0.613 -0.221 0.09 -0.28 0.08
H -4.259 2.024 -0.909 -0.30 -0.12 -0.09
H -4.465 0.420 -2.537 -0.07 -0.22 -0.23
H -3.389 1.646 -3.084 0.10 -0.03 -0.35
H -0.493 -1.226 -4.368 -0.26 -0.09 -0.26
H 0.036 -0.310 -2.977 0.17 0.25 0.00
H -0.636 0.532 -4.384 -0.01 0.18 -0.06
H -4.126 -1.969 -3.665 -0.23 0.07 0.07
H -3.388 -2.645 -2.243 0.31 -0.10 0.17
H -1.394 -3.152 -3.910 0.52 0.09 -0.48
H -2.626 -2.856 -5.197 0.24 0.14 -0.19
H -4.051 -4.548 -3.868 -0.15 -0.09 -0.09
H -2.593 -4.820 -2.907 -0.16 -0.17 0.19
H -2.245 -6.267 -4.485 -0.23 0.02 -0.21
H -0.910 -0.408 -0.857 -0.04 0.28 0.04
H -2.438 -1.304 -0.571 -0.13 0.06 0.13
H 1.741 -1.441 -1.962 -0.17 0.04 -0.25
H 3.653 -2.020 -0.527 0.17 0.08 -0.12
H 3.417 -3.493 1.463 0.11 -0.10 0.17
H 1.141 -4.378 2.117 0.16 -0.19 0.13
H -0.986 -3.859 0.686 2.93 -0.72 -2.46
Cl 1.348 2.519 -3.135 0.79 -0.89 1.29
K -1.557 -2.853 2.112 -2.05 2.07 3.42
Cs 0.488 -4.617 -1.550 1.54 -11.49 -8.32
C 5.387 -2.865 4.526 -0.11 0.05 -0.15
C 5.320 -1.351 4.693 -0.02 -0.02 0.10
C 3.836 -1.080 4.495 0.01 -0.01 -0.06
O 3.139 -2.243 4.968 0.06 -0.07 -0.25
C 4.086 -3.305 5.177 0.00 0.02 0.21
H 6.262 -3.320 4.984 0.01 0.00 0.01
H 5.388 -3.125 3.462 0.04 -0.02 0.01
H 5.620 -1.074 5.705 0.00 0.02 -0.01
H 5.948 -0.805 3.993 0.01 0.05 -0.03
H 3.596 -0.943 3.431 0.05 0.07 -0.01
H 3.489 -0.205 5.043 -0.05 -0.02 0.01
H 4.211 -3.443 6.254 0.02 -0.07 -0.01
H 3.688 -4.231 4.755 -0.06 0.01 0.02
F 1.675 4.736 -2.291 -0.53 -0.75 1.20
F -4.030 0.227 2.258 -0.04 -0.03 0.11
C -5.082 0.904 2.776 -0.21 0.14 0.06
C -4.959 1.478 4.025 0.26 -0.05 0.06
C -6.038 2.176 4.545 -0.16 0.12 -0.06
C -7.215 2.277 3.809 0.25 0.16 -0.09
C -7.319 1.688 2.554 -0.08 0.14 0.05
C -6.240 0.998 2.029 0.06 -0.14 -0.20
H -4.036 1.379 4.579 0.00 0.02 0.00
H -5.956 2.634 5.522 0.04 -0.10 0.05
H -8.067 2.811 4.220 -0.25 -0.73 0.15
H -8.237 1.762 1.987 0.00 -0.04 -0.02
H -6.293 0.538 1.051 -0.01 -0.01 0.01
B 4.131 4.805 -4.793 -0.03 0.09 -0.10
F 3.523 6.041 -4.557 0.00 -0.02 0.05
F 4.785 4.353 -3.615 0.06 -0.12 0.20
F 3.154 3.844 -5.156 -0.10 -0.12 0.01
F 5.066 4.922 -5.832 0.07 -0.07 0.03
O 7.117 2.079 1.791 -0.07 -0.01 0.26
C 6.034 2.426 1.443 0.11 -0.21 -0.41
O 5.032 2.715 2.335 -0.02 -0.07 0.09
C 3.820 2.990 1.637 0.07 0.17 -0.14
C 4.246 3.400 0.230 0.08 -0.14 0.12
C 5.514 2.577 0.022 -0.34 0.42 0.28
H 3.205 2.074 1.640 -0.03 -0.05 0.01
H 3.277 3.776 2.159 0.05 -0.04 0.14
H 3.481 3.219 -0.528 0.00 0.19 -0.32
H 4.484 4.461 0.210 -0.14 0.03 -0.15
H 5.300 1.585 -0.379 0.13 -0.01 -0.06
H 6.239 3.083 -0.607 0.07 -0.17 -0.10
Na -7.864 4.810 4.160 0.10 0.58 -0.08
Mg 1.244 2.285 -0.724 1.64 1.74 -2.22
```
Forces are in eV/Å.

Calculated values
**Total charge**: +2
**E_tot**: -4375.6833 Ha
**F_max**: 0.27754 hartree/bohr
**Kohn-Sham gap**: 3.500 eV
**HOMO level**: -10.5 eV

Atom charges from the Mulliken analysis, given in e for atoms 1 to 2: -0.94 -0.43

Record 2
Molecular formula: C29H45BF3N4O6PS2
Method: DFT, ωB97M-V/def2-TZVPD

```
91
Properties=species:S:1:pos:R:3:forces:R:3
C 5.428 3.727 0.335 -0.02 0.23 -0.03
C 4.618 2.913 -0.671 0.43 0.04 0.26
O 4.192 1.654 -0.127 -0.51 0.12 -0.69
B 2.896 1.561 0.309 0.08 0.14 0.16
O 2.372 2.666 0.928 0.27 -0.21 0.24
C 2.074 0.226 0.047 0.15 -0.22 0.29
C 2.752 -1.007 -0.019 -0.04 -0.05 -0.14
C 4.249 -1.125 0.207 0.09 0.03 0.34
C 4.684 -2.437 0.831 -0.06 -0.09 0.15
N 4.261 -2.890 1.936 0.05 0.03 -0.01
C 2.035 -2.171 -0.278 -0.11 0.02 -0.01
C 0.663 -2.146 -0.465 0.24 -0.14 -0.37
P -0.241 -3.698 -0.669 -0.69 -0.11 0.80
N -1.079 -4.219 0.551 0.30 0.20 -0.21
C -0.031 -0.941 -0.433 0.19 -0.09 0.10
C 0.676 0.225 -0.146 -0.02 0.02 0.06
S -0.256 1.734 -0.023 -0.04 0.04 0.05
C -1.799 1.107 0.582 0.14 -0.05 0.02
C -2.592 1.914 1.404 -0.03 -0.07 0.04
C -2.133 3.315 1.742 -0.13 -0.27 -0.24
C -3.190 4.200 2.395 0.45 -0.09 0.07
C -2.738 5.670 2.472 -0.32 -0.09 -0.14
C -3.586 6.655 1.661 0.39 0.27 0.40
S -3.559 6.420 -0.087 -0.68 -0.11 -0.07
O -4.379 7.418 -0.711 0.22 0.01 0.03
O -3.772 5.045 -0.411 0.19 0.05 0.03
O -2.038 6.796 -0.380 0.06 -0.01 -0.20
C -3.792 1.384 1.866 0.07 -0.02 -0.13
C -4.205 0.099 1.525 -0.07 0.01 0.03
C -5.513 -0.453 2.045 0.36 0.03 -0.17
C -6.586 -0.585 0.944 -0.23 -0.15 0.35
C -7.012 -2.008 0.674 -0.14 -0.35 -0.18
F -6.092 -2.696 -0.051 -0.37 0.24 0.35
F -8.177 -2.044 -0.029 0.57 -0.02 0.27
F -7.222 -2.711 1.816 0.04 0.27 -0.51
C -3.408 -0.674 0.693 -0.06 0.13 0.10
C -2.205 -0.171 0.217 -0.27 -0.20 0.09
N -1.434 -0.990 -0.655 0.11 0.61 -0.29
C -1.849 -0.904 -2.071 0.30 -0.33 -0.15
C -1.921 0.475 -2.713 -0.30 0.21 -0.35
C -2.718 0.413 -4.017 -0.01 -0.10 0.23
N -1.958 -0.280 -5.069 -0.30 0.16 -0.15
H 6.339 4.123 -0.117 -0.01 -0.04 -0.02
H 4.861 4.578 0.711 -0.05 -0.09 0.10
H 5.716 3.106 1.181 0.01 -0.04 -0.03
H 5.232 2.671 -1.537 -0.03 -0.09 0.00
H 3.756 3.481 -1.022 -0.04 -0.02 0.01
H 1.585 2.455 1.441 -0.27 0.18 -0.31
H 4.566 -0.352 0.909 0.04 0.03 -0.10
H 4.804 -0.930 -0.710 -0.08 -0.03 -0.07
H 5.442 -3.039 0.333 0.00 0.06 -0.12
H 3.560 -2.264 2.341 -0.05 -0.02 -0.01
H 2.546 -3.125 -0.306 0.05 0.02 0.03
H 0.761 -4.595 -1.089 0.07 0.12 -0.21
H -1.010 -3.536 -1.833 0.21 -0.08 -0.19
H -1.024 -3.579 1.335 -0.11 -0.13 0.10
H -1.806 3.782 0.809 0.01 0.11 0.06
H -1.245 3.230 2.378 0.02 0.15 0.04
H -3.367 3.830 3.407 -0.19 0.02 -0.04
H -4.108 4.106 1.817 -0.11 0.07 0.10
H -2.786 6.006 3.507 0.07 0.11 -0.01
H -1.701 5.780 2.149 0.04 -0.07 0.06
H -3.189 7.662 1.800 -0.12 0.05 -0.05
H -4.635 6.680 1.958 -0.05 -0.22 -0.12
H -2.050 7.414 -1.128 0.13 0.02 0.05
H -4.431 1.981 2.502 0.00 0.01 0.03
H -5.313 -1.423 2.502 -0.11 -0.02 0.00
H -5.878 0.197 2.838 -0.06 -0.02 0.00
H -6.244 -0.155 0.004 -0.08 -0.01 -0.03
H -7.496 -0.071 1.253 0.02 0.06 -0.11
H -3.716 -1.675 0.410 0.12 -0.03 0.00
H -1.130 -1.494 -2.642 -0.09 -0.06 0.00
H -2.811 -1.415 -2.173 -0.07 0.09 0.13
H -0.922 0.847 -2.953 0.05 0.04 0.20
H -2.409 1.208 -2.067 0.04 -0.09 0.15
H -3.038 1.422 -4.299 0.11 0.02 -0.08
H -3.639 -0.145 -3.826 0.02 -0.04 -0.07
H -1.431 0.401 -5.603 0.17 -0.04 0.09
H -2.606 -0.681 -5.738 0.04 -0.10 0.01
C 5.935 -7.329 -0.383 -0.11 0.05 -0.02
C 6.721 -6.049 -0.622 0.12 -0.23 0.19
C 8.216 -6.318 -0.701 0.03 0.12 -0.03
O 6.437 -5.094 0.399 0.05 0.03 -0.21
H 6.230 -7.781 0.568 0.05 -0.02 -0.02
H 4.867 -7.119 -0.332 0.00 0.01 -0.02
H 6.111 -8.057 -1.177 0.01 -0.01 0.00
H 6.386 -5.585 -1.551 -0.02 0.06 0.02
H 8.573 -6.743 0.241 -0.02 -0.05 -0.01
H 8.763 -5.391 -0.876 -0.01 0.00 -0.02
H 8.452 -7.018 -1.503 0.00 -0.01 0.01
H 6.713 -5.467 1.243 -0.07 0.04 0.05
```
Forces are in eV/Å.

Calculated values
**E_tot**: -3264.7685 Ha
**F_max**: 0.02073 hartree/bohr
**Kohn-Sham gap**: 8.277 eV
**HOMO level**: -8.0 eV
**SMILES string**: [H]/N=C\Cc1cc([PH2]=N)c2c(c1B(O)OCC)Sc1c(CCCCS(=O)(=O)O)cc(CCC(F)(F)F)cc1N2CCCN.CC(C)O

Atom charges from the Mulliken analysis, given in e for atoms 1 to 2: -1.10 -0.30